Entry 1:
Density functional theory data (wB97M-V/def2-TZVPD) for an isolated molecule of C8H13NO2.

CARTESIAN COORDINATES (ANGSTROEM)
C: -0.299 -0.232 -0.308
C: 1.421 0.083 -0.069
C: -1.182 0.691 -0.368
C: -0.297 -1.680 -0.395
C: -2.643 0.319 -0.328
C: -0.795 2.136 -0.145
C: -0.948 -2.387 0.808
C: 3.461 1.086 0.144
N: 2.009 -1.030 -0.283
O: 1.124 -2.056 -0.456
O: 2.069 1.268 0.180
H: -0.685 -2.000 -1.311
H: -3.192 1.184 -0.805
H: -2.896 -0.686 -0.808
H: -3.032 0.095 0.605
H: -0.624 2.700 -1.069
H: -1.686 2.775 0.259
H: 0.187 2.283 0.405
H: -0.884 -3.400 0.827
H: -1.967 -2.339 0.844
H: -0.727 -2.188 1.840
H: 4.027 2.105 0.250
H: 3.890 0.806 -0.852
H: 3.670 0.466 1.036

Its HOMO energy is -8.48 eV. The structure (SMILES) is COC1=NO[C@@H](C)C1=C(C)C. The energy relative to the best compared isomer or geometry (same formula, charge and spin) is 503.5 kJ/mol. Its total energy is -517.6911 a.u.

---

Entry 2:
Density functional theory data (wB97M-V/def2-TZVPD) for a 2-piece molecular cluster, C3H10N2O2 overall.

CARTESIAN COORDINATES (ANGSTROEM)
O: -0.977 -0.662 2.950
C: -0.543 0.110 2.141
C: -0.105 -0.491 0.784
N: -0.524 0.006 -0.475
C: 0.396 -0.316 -1.591
N: 0.875 -1.700 -1.621
H: -0.525 1.217 2.243
H: -0.349 -1.524 1.069
H: 1.017 -0.425 0.795
H: -1.489 -0.344 -0.729
H: -0.179 -0.256 -2.508
H: 1.277 0.329 -1.572
H: 1.619 -2.041 -1.018
H: 0.208 -2.452 -1.623
H: -0.899 2.427 0.487
H: 0.311 3.204 -0.072
O: -0.113 2.918 0.740

Its HOMO energy is -9.06 eV. The structure (SMILES) is NCNCC=O.O. The energy relative to the best compared isomer or geometry (same formula, charge and spin) is 234.8 kJ/mol. Its total energy is -380.2472 a.u.